{"formula": "C29H27BCl3O3P", "method": "ωB97M-V with the def2-TZVPD basis set", "gap_ev": 5.69, "e_homo_ev": -7.65, "lumo_energy_ev": -2.0, "charge": 0, "symbols": ["Cl", "B", "Cl", "Cl", "O", "C", "C", "C", "C", "C", "C", "C", "H", "H", "H", "H", "H", "H", "C", "C", "O", "C", "C", "P", "C", "C", "C", "C", "C", "C", "C", "C", "C", "C", "C", "C", "C", "C", "C", "C", "C", "C", "O", "H", "H", "H", "H", "H", "H", "H", "H", "H", "H", "H", "H", "H", "H", "H", "H", "H", "H", "H", "H", "H"], "positions_angstrom": [[-0.20, 3.46, 4.03], [-1.01, 1.90, 3.51], [-2.24, 1.25, 4.76], [-1.88, 2.12, 1.86], [0.07, 0.89, 3.29], [-0.15, -0.36, 3.09], [0.64, -1.33, 3.79], [0.32, -2.71, 3.71], [1.06, -3.64, 4.42], [2.14, -3.22, 5.22], [2.45, -1.86, 5.32], [1.72, -0.91, 4.62], [-1.01, -0.70, 2.52], [-0.55, -2.98, 3.10], [0.80, -4.70, 4.38], [2.74, -3.96, 5.75], [3.27, -1.53, 5.96], [1.91, 0.15, 4.72], [3.99, -2.07, 2.01], [3.54, -1.23, 0.85], [2.14, -0.94, 0.99], [1.70, -0.25, -0.12], [0.28, -0.04, -0.11], [-0.54, 0.52, -1.54], [-0.14, 2.22, -2.02], [0.16, 2.56, -3.36], [0.37, 3.89, -3.70], [0.34, 4.89, -2.72], [0.12, 4.54, -1.39], [-0.11, 3.21, -1.04], [-0.40, -0.46, -3.05], [-1.48, -0.51, -3.95], [-1.36, -1.21, -5.16], [-0.17, -1.87, -5.47], [0.91, -1.82, -4.58], [0.79, -1.12, -3.38], [-2.31, 0.44, -1.15], [-3.15, 1.55, -1.23], [-4.48, 1.45, -0.82], [-4.99, 0.23, -0.38], [-4.16, -0.89, -0.32], [-2.82, -0.79, -0.71], [2.50, 0.11, -1.00], [5.04, -2.33, 1.84], [3.92, -1.52, 2.95], [3.40, -2.99, 2.09], [4.10, -0.28, 0.83], [3.72, -1.76, -0.09], [-0.24, 0.02, 0.83], [0.21, 1.78, -4.12], [0.56, 4.15, -4.75], [0.50, 5.93, -3.00], [0.10, 5.31, -0.61], [-0.29, 2.94, 0.01], [-2.42, 0.00, -3.71], [-2.20, -1.22, -5.85], [-0.08, -2.42, -6.41], [1.85, -2.32, -4.82], [1.64, -1.06, -2.69], [-2.76, 2.50, -1.61], [-5.11, 2.34, -0.83], [-6.04, 0.15, -0.08], [-4.55, -1.86, 0.02], [-2.17, -1.67, -0.67]]}

{"formula": "C25H22CdGeN2O4", "method": "ωB97M-V with the def2-TZVPD basis set", "gap_ev": 6.91, "e_homo_ev": -14.21, "lumo_energy_ev": -7.3, "charge": 2, "symbols": ["Cd", "O", "C", "C", "C", "C", "C", "C", "C", "O", "N", "O", "O", "H", "H", "H", "H", "N", "C", "C", "C", "C", "C", "C", "H", "H", "H", "H", "H", "H", "H", "Ge", "C", "C", "C", "C", "C", "C", "C", "C", "C", "C", "C", "C", "H", "H", "H", "H", "H", "H", "H", "H", "H", "H", "H"], "positions_angstrom": [[0.23, -2.21, -0.94], [2.23, -2.83, -1.05], [2.94, -2.87, -0.02], [2.59, -2.63, 1.34], [3.68, -2.67, 2.24], [3.47, -2.51, 3.58], [2.18, -2.35, 4.10], [1.11, -2.30, 3.25], [1.26, -2.40, 1.85], [0.20, -2.28, 1.10], [4.62, -2.52, 4.49], [5.72, -2.58, 4.00], [4.38, -2.42, 5.68], [3.99, -3.12, -0.19], [4.69, -2.83, 1.88], [2.05, -2.27, 5.17], [0.10, -2.17, 3.62], [-1.99, -2.56, -1.45], [-2.59, -1.38, -0.88], [-2.94, -1.35, 0.46], [-3.52, -0.22, 1.01], [-3.77, 0.90, 0.23], [-3.41, 0.89, -1.11], [-2.78, -0.24, -1.68], [-2.29, -3.39, -0.96], [-2.21, -2.67, -2.43], [-2.77, -2.23, 1.08], [-3.81, -0.23, 2.05], [-4.26, 1.77, 0.65], [-3.68, 1.72, -1.76], [-2.64, -0.29, -2.75], [-0.68, 1.01, -1.38], [-0.44, 1.63, 0.39], [-1.06, 2.80, 0.83], [-0.74, 3.31, 2.08], [0.20, 2.65, 2.88], [0.82, 1.49, 2.43], [0.50, 0.97, 1.18], [-0.47, 1.80, -3.11], [0.60, 1.30, -3.86], [0.88, 1.89, -5.09], [0.10, 2.93, -5.56], [-0.96, 3.42, -4.80], [-1.25, 2.86, -3.57], [0.14, -0.35, -1.46], [-1.77, 3.33, 0.21], [-1.21, 4.21, 2.44], [0.45, 3.05, 3.85], [1.55, 0.99, 3.05], [0.99, 0.07, 0.83], [1.21, 0.48, -3.51], [1.71, 1.52, -5.68], [0.32, 3.38, -6.52], [-1.57, 4.23, -5.17], [-2.06, 3.26, -2.98]]}

{"formula": "C46H35Br4FLuN11O7S3", "method": "ωB97M-V with the def2-TZVPD basis set", "gap_ev": [3.61, 5.60], "e_homo_ev": [-1.14, -2.58], "lumo_energy_ev": [2.5, 3.0], "charge": -2, "symbols": ["Lu", "C", "C", "N", "C", "C", "C", "O", "O", "C", "O", "C", "C", "C", "F", "C", "C", "C", "N", "C", "C", "N", "C", "C", "H", "H", "H", "H", "H", "H", "H", "H", "H", "H", "H", "H", "H", "H", "H", "H", "H", "H", "S", "C", "S", "C", "C", "N", "C", "N", "Br", "C", "C", "Br", "C", "Br", "C", "O", "C", "O", "C", "Br", "C", "C", "C", "C", "N", "C", "C", "C", "C", "C", "C", "N", "H", "H", "H", "H", "H", "H", "H", "H", "N", "C", "C", "C", "C", "C", "C", "S", "O", "O", "N", "C", "N", "C", "C", "C", "N", "H", "H", "H", "H", "H", "H", "H", "H", "H"], "positions_angstrom": [[1.90, 1.21, -0.06], [-3.03, 0.21, -6.19], [-2.15, -0.98, -5.83], [-1.56, -0.86, -4.50], [-0.24, -0.52, -4.39], [0.37, -0.15, -3.24], [1.88, 0.12, -3.30], [2.45, -0.24, -4.33], [2.37, 0.67, -2.28], [-0.40, -0.05, -2.05], [0.01, 0.39, -0.98], [-1.79, -0.52, -2.14], [-2.57, -0.57, -0.98], [-3.86, -1.02, -1.05], [-4.62, -1.02, 0.06], [-4.41, -1.48, -2.25], [-3.65, -1.42, -3.39], [-2.34, -0.92, -3.36], [-5.73, -2.01, -2.36], [-6.73, -1.09, -2.89], [-7.93, -1.89, -3.39], [-8.47, -2.72, -2.28], [-7.42, -3.62, -1.73], [-6.25, -2.78, -1.23], [-3.47, 0.08, -7.18], [-2.44, 1.13, -6.19], [-3.83, 0.34, -5.47], [-1.32, -1.05, -6.53], [-2.71, -1.91, -5.90], [0.34, -0.57, -5.30], [-2.13, -0.23, -0.05], [-4.09, -1.80, -4.31], [-6.31, -0.53, -3.72], [-7.06, -0.37, -2.13], [-7.61, -2.57, -4.17], [-8.74, -1.26, -3.75], [-9.36, -3.29, -2.61], [-8.80, -2.09, -1.52], [-7.09, -4.28, -2.53], [-7.88, -4.21, -0.93], [-5.47, -3.42, -0.83], [-6.60, -2.14, -0.42], [0.30, 3.17, -1.76], [0.01, 4.52, -0.77], [1.15, 4.53, 0.50], [-1.00, 5.44, -0.94], [-1.19, 6.55, -0.05], [-1.35, 7.44, 0.66], [-1.95, 5.31, -2.00], [-2.73, 5.22, -2.85], [7.31, 5.72, 1.55], [5.92, 4.44, 1.71], [5.60, 3.89, 2.94], [6.53, 4.41, 4.50], [4.58, 2.92, 3.01], [4.08, 2.12, 4.65], [3.88, 2.49, 1.89], [2.98, 1.54, 1.91], [4.17, 3.11, 0.62], [3.48, 2.72, -0.41], [5.20, 4.04, 0.57], [5.59, 4.73, -1.16], [6.67, 0.42, 0.49], [6.62, -0.77, 1.20], [5.53, -1.60, 1.03], [4.51, -1.18, 0.19], [4.50, 0.01, -0.40], [5.58, 0.77, -0.29], [3.38, -2.07, -0.17], [3.61, -3.43, -0.34], [2.56, -4.26, -0.67], [1.30, -3.70, -0.79], [1.16, -2.34, -0.61], [2.18, -1.52, -0.36], [7.52, 1.09, 0.57], [7.42, -1.04, 1.87], [5.45, -2.54, 1.56], [5.56, 1.70, -0.85], [4.61, -3.82, -0.21], [2.72, -5.32, -0.82], [0.43, -4.31, -1.00], [0.18, -1.90, -0.62], [3.52, -0.09, 7.99], [2.90, -0.50, 6.79], [1.51, -0.45, 6.66], [0.90, -0.83, 5.47], [1.68, -1.27, 4.41], [3.06, -1.35, 4.54], [3.66, -0.98, 5.73], [0.97, -1.74, 2.84], [-0.30, -2.38, 3.09], [1.99, -2.55, 2.23], [0.84, -0.40, 1.94], [-0.08, 0.53, 2.29], [-0.85, 0.44, 3.40], [-1.81, 1.33, 3.55], [-2.06, 2.35, 2.64], [-1.16, 2.44, 1.60], [-0.17, 1.58, 1.43], [2.99, 0.60, 8.49], [4.46, 0.24, 7.84], [0.91, -0.08, 7.49], [-0.17, -0.77, 5.35], [3.65, -1.69, 3.70], [4.74, -1.02, 5.83], [-2.41, 1.24, 4.46], [-2.86, 3.06, 2.76], [-1.24, 3.23, 0.87]]}

{"formula": "C27H32N6OP", "method": "ωB97M-V with the def2-TZVPD basis set", "gap_ev": 6.65, "e_homo_ev": -10.61, "lumo_energy_ev": -4.0, "charge": 1, "symbols": ["N", "C", "C", "P", "O", "H", "H", "H", "H", "H", "H", "H", "N", "C", "C", "C", "C", "C", "H", "H", "H", "H", "H", "N", "C", "C", "C", "C", "C", "H", "H", "H", "H", "H", "N", "C", "C", "C", "C", "C", "H", "H", "H", "H", "H", "N", "C", "C", "C", "C", "C", "H", "H", "H", "H", "H", "N", "C", "C", "C", "C", "C", "H", "H", "H", "H", "H"], "positions_angstrom": [[2.90, 9.22, 0.84], [2.17, 9.98, 0.11], [1.25, 9.33, -1.01], [-0.06, 8.34, -0.09], [-1.29, 9.42, 0.28], [2.78, 8.24, 0.54], [2.13, 11.09, 0.22], [1.80, 8.74, -1.77], [0.70, 10.15, -1.55], [-0.50, 7.25, -0.90], [0.46, 7.86, 1.14], [-1.09, 10.29, -0.10], [0.10, 4.89, -1.08], [-0.54, 3.81, -0.62], [-0.19, 2.51, -0.95], [0.88, 2.32, -1.81], [1.56, 3.42, -2.30], [1.13, 4.68, -1.91], [-1.37, 4.01, 0.05], [-0.74, 1.67, -0.54], [1.19, 1.31, -2.09], [2.40, 3.31, -2.98], [1.63, 5.57, -2.27], [-1.11, 1.06, 2.02], [-0.05, 0.44, 2.56], [-0.14, -0.55, 3.52], [-1.40, -0.92, 3.96], [-2.52, -0.29, 3.43], [-2.32, 0.68, 2.46], [0.92, 0.76, 2.18], [0.75, -1.02, 3.92], [-1.52, -1.69, 4.72], [-3.51, -0.56, 3.75], [-3.16, 1.19, 2.01], [2.98, -2.24, 3.77], [3.49, -3.38, 4.24], [4.42, -4.15, 3.56], [4.86, -3.71, 2.33], [4.35, -2.52, 1.82], [3.42, -1.83, 2.58], [3.12, -3.69, 5.21], [4.80, -5.07, 3.99], [5.59, -4.28, 1.76], [4.66, -2.15, 0.85], [3.00, -0.90, 2.22], [-3.78, -4.34, -0.77], [-2.69, -4.87, -0.19], [-1.83, -4.15, 0.63], [-2.11, -2.82, 0.86], [-3.23, -2.25, 0.27], [-4.03, -3.05, -0.53], [-2.52, -5.92, -0.40], [-0.97, -4.63, 1.07], [-1.46, -2.22, 1.49], [-3.48, -1.21, 0.43], [-4.92, -2.65, -1.01], [-0.66, -6.02, -3.43], [-2.00, -5.95, -3.43], [-2.80, -6.58, -4.38], [-2.18, -7.32, -5.37], [-0.80, -7.41, -5.38], [-0.09, -6.75, -4.39], [-2.44, -5.36, -2.64], [-3.88, -6.49, -4.33], [-2.77, -7.83, -6.12], [-0.28, -7.98, -6.14], [0.99, -6.79, -4.36]]}

Electronic energy / a.u.: -3093.90060, -3620.31195, -15729.19960, -1792.86186